No. 1
Molecular formula: C34H40F3N6O3PtSi
Method: DFT, wB97M-V/def2-TZVPD

The geometry in XYZ format:
```
88
C34H40F3N6O3PtSi (wB97M-V/def2-TZVPD)
Pt -0.44849 0.68333 0.50910
C -4.79497 -0.47512 2.88056
N -4.24041 0.87892 2.88082
C -4.95333 1.83785 3.73018
C -3.19306 1.18267 2.12912
O -2.66412 0.35539 1.35555
C -2.65637 2.61221 2.22755
O -1.39351 2.66776 1.59231
C -0.68952 3.87834 1.76757
C 0.68085 3.73418 1.10427
O 1.01339 2.66116 0.56481
N 1.48363 4.79019 1.15729
C 1.13773 6.04145 1.83808
C 2.84334 4.71773 0.62003
H -5.80697 -0.45723 2.47726
H -4.83270 -0.84337 3.90523
H -4.17503 -1.12652 2.27683
H -6.02263 1.68659 3.59754
H -4.73145 2.86465 3.46076
H -4.70896 1.67579 4.78011
H -2.56460 2.91550 3.27311
H -3.35805 3.29282 1.73233
H -0.55600 4.09630 2.83277
H -1.24681 4.70706 1.32058
H 0.07139 6.24192 1.80268
H 1.64376 6.85760 1.32900
H 1.46839 6.02687 2.87754
H 3.00419 3.74909 0.16194
H 3.56080 4.86515 1.42743
H 2.98226 5.50492 -0.11949
C 0.29298 1.30795 4.04182
Si 0.39959 -0.00448 2.73821
C -0.45278 -1.55785 3.29476
C 2.13131 -0.30335 2.17612
C 2.47475 -1.50363 1.52739
C 3.79941 -1.80435 1.27100
C 4.79591 -0.89666 1.62154
C 4.46835 0.31345 2.22819
C 3.14442 0.62364 2.48158
H 0.78469 0.94528 4.94871
H -0.74950 1.51545 4.29861
H 0.76962 2.24568 3.75070
H -0.09796 -1.79737 4.30193
H -0.24038 -2.41292 2.65087
H -1.53452 -1.41732 3.33569
H 1.70455 -2.22475 1.27365
H 4.06600 -2.75056 0.81750
H 5.83325 -1.13192 1.42254
H 5.25019 1.00614 2.51052
H 2.90179 1.56915 2.95018
N 2.69175 -4.34268 -3.86742
C 2.86820 -5.65451 -4.29644
C 3.72367 -6.24719 -5.16692
C 3.58685 -7.65316 -5.30045
C 2.64100 -8.41921 -4.56756
C 1.79792 -7.82199 -3.68455
C 1.91043 -6.39783 -3.52730
N 1.22991 -5.59749 -2.71452
C 1.71493 -4.35875 -2.94541
C 1.18548 -3.17696 -2.24981
C 0.11662 -3.35093 -1.37674
C -0.41088 -2.23963 -0.74456
N 0.06617 -1.00690 -0.94033
C 1.10530 -0.84011 -1.76312
C 1.69123 -1.89598 -2.43961
H 3.18192 -3.53603 -4.22090
H 4.47439 -5.70819 -5.72838
H 4.23853 -8.16320 -5.99897
H 2.59538 -9.48758 -4.72547
H 1.05877 -8.37427 -3.12074
H -0.29463 -4.33583 -1.20411
H -1.24783 -2.32861 -0.06224
H 1.47323 0.17129 -1.88402
H 2.53080 -1.69164 -3.09129
F -4.73973 4.09140 -3.84675
C -3.97614 3.10038 -4.31321
F -4.76523 2.17807 -4.86013
F -3.17849 3.59730 -5.26110
C -3.14705 2.51756 -3.18344
C -2.09480 3.25769 -2.66588
C -1.36808 2.72766 -1.62024
N -1.65230 1.52659 -1.09894
C -2.66765 0.81490 -1.59724
C -3.44093 1.27736 -2.64497
H -1.83755 4.22593 -3.07384
H -0.52567 3.25324 -1.19506
H -2.87338 -0.13590 -1.12500
H -4.25653 0.68044 -3.02774
```

Properties
2S+1: 5
DFT total energy (a.u.): -2581.35081
Net charge: +3
HOMO energy (spin up / spin down) (eV): -14.03 / -16.16
⟨S²⟩: 6.041
LUMO energy (spin up / spin down) (eV): -8.34 / -10.82
Orbital gap (spin up / spin down) (eV): 5.7 / 5.3
Molecular weight (g/mol): 860.9



No. 2
Molecular formula: C47H36BrN5O5SSc
Method: DFT, wB97M-V/def2-TZVPD

The geometry in XYZ format:
```
96
C47H36BrN5O5SSc (wB97M-V/def2-TZVPD)
Sc -0.29003 -0.25474 0.38920
C 6.60161 -4.03148 -0.66203
C 5.38280 -4.66657 -0.46805
C 4.22269 -3.91857 -0.31762
C 4.26259 -2.52823 -0.36167
C 5.49073 -1.89952 -0.55373
C 6.65227 -2.64423 -0.70288
C 3.02043 -1.71230 -0.20513
C 2.15090 -1.64278 -1.28943
C 2.30161 -2.41104 -2.50176
C 1.21346 -2.15350 -3.26102
C 0.43429 -1.17587 -2.53903
N 1.01581 -0.89120 -1.34895
C -0.63854 -0.47107 -3.09585
C -1.09707 0.73625 -2.56936
C -1.92225 1.68861 -3.27350
C -2.00591 2.78430 -2.48709
C -1.29281 2.47731 -1.26965
C -1.23643 3.32370 -0.16592
C -1.88143 4.66489 -0.27495
C -1.10061 5.81924 -0.27081
C -1.68461 7.07422 -0.37183
C -3.06373 7.19492 -0.47795
C -3.85217 6.05190 -0.47424
C -3.26509 4.79843 -0.37060
C -0.64702 2.99296 1.05393
N 0.02242 1.84328 1.34478
C 0.38880 1.94674 2.65823
C 1.23183 1.06161 3.31878
C 1.47173 1.21268 4.77891
C 1.05472 0.19177 5.63254
C 1.26952 0.28332 7.00018
C 1.90601 1.39541 7.53563
C 2.32748 2.41500 6.69290
C 2.11225 2.32276 5.32468
C 1.93716 0.05084 2.65656
C 3.12815 -0.56728 3.18508
C 3.68732 -1.25805 2.16402
C 2.81469 -1.09465 1.02660
N 1.75084 -0.31001 1.36141
C -0.13226 3.16351 3.23189
C -0.74751 3.82804 2.23143
N -0.74172 1.23468 -1.34600
C -1.27704 -1.07277 -4.29600
C -1.82268 -2.35329 -4.16332
C -2.43778 -2.97357 -5.24093
C -2.51698 -2.32950 -6.46933
C -1.96244 -1.06555 -6.61476
C -1.34332 -0.44476 -5.53787
H 7.50716 -4.61386 -0.77955
H 5.33401 -5.74803 -0.43002
H 3.26926 -4.40929 -0.16100
H 5.52383 -0.81717 -0.58435
H 7.59885 -2.13992 -0.85429
H 3.12439 -3.06922 -2.73050
H 0.97601 -2.54856 -4.23559
H -2.36684 1.54760 -4.24498
H -2.51119 3.70978 -2.70869
H -0.02476 5.72095 -0.19000
H -1.06034 7.95955 -0.36889
H -3.52126 8.17329 -0.55948
H -4.93000 6.13565 -0.54437
H -3.87802 3.90491 -0.34346
H 0.53749 -0.65829 5.20342
H 0.93148 -0.51401 7.65092
H 2.07413 1.46709 8.60327
H 2.83179 3.28293 7.10045
H 2.45761 3.10961 4.66486
H 3.49668 -0.45119 4.19198
H 4.60498 -1.82451 2.17052
H -0.04409 3.46064 4.26388
H -1.24646 4.78231 2.28025
H -1.74974 -2.85138 -3.20036
H -2.85503 -3.96597 -5.12017
H -2.99846 -2.81330 -7.31024
H -2.00026 -0.56304 -7.57391
H -0.88147 0.52611 -5.66727
Br -1.56540 -0.67327 2.70699
C -4.17125 -0.64005 -1.85303
S -3.43225 -0.57784 -0.24765
O -3.45108 0.79162 0.19132
O -4.22843 -1.52697 0.53794
O -2.04640 -1.11557 -0.44044
H -5.24534 -0.55338 -1.70163
H -3.92170 -1.59267 -2.31712
H -3.79528 0.18433 -2.45238
N -3.01356 -3.96816 0.84458
C -1.65609 -3.89756 1.45824
C -0.74670 -3.42168 0.30732
O -0.99640 -3.95502 -0.78946
O 0.10318 -2.55441 0.60728
H -3.66175 -4.57979 1.32649
H -2.80907 -4.29341 -0.11551
H -3.43817 -3.00654 0.75923
H -1.35738 -4.90045 1.76420
H -1.65936 -3.19769 2.28569
```

Properties
2S+1: 1
DFT total energy (a.u.): -6195.92486
Net charge: -1
HOMO energy (eV): -4.02
ΔE to the lowest compared entry with this formula, charge and spin (kJ/mol): 0.0
LUMO energy (eV): 1.75
Orbital gap (eV): 5.8
Molecular weight (g/mol): 907.8



No. 3
Molecular formula: C6H12O2
Method: DFT, wB97M-V/def2-TZVPD

The geometry in XYZ format:
```
20
C6H12O2 (wB97M-V/def2-TZVPD)
C -1.50922 0.32252 -2.31107
C -2.23190 -0.15743 -0.98218
C 1.88737 -1.70261 1.59640
C 0.87879 -0.82043 1.16967
O 1.12691 0.63679 1.36095
C -0.34722 -1.22041 0.50845
C -1.26561 -0.24894 0.14785
H -0.95371 -0.52336 -2.71878
H -0.80609 1.08841 -2.02751
H -2.10860 0.71372 -3.13345
H -3.20178 0.33646 -0.84107
H -2.36837 -1.26493 -1.06019
H 2.79755 -1.27145 2.02345
H 1.94090 -2.74871 1.34181
H 1.90766 0.17459 0.88356
H -0.46439 -2.27494 0.34521
H -1.16534 0.69155 0.70427
H 0.96002 1.78858 -0.05008
H 1.74012 3.01483 -0.58878
O 1.09215 2.35274 -0.83974
```

Properties
2S+1: 2
DFT total energy (a.u.): -386.16789
Net charge: -1
HOMO energy (spin up / spin down) (eV): -0.22 / -2.92
ΔE to the lowest compared entry with this formula, charge and spin (kJ/mol): 202.0
⟨S²⟩: 0.770
LUMO energy (spin up / spin down) (eV): 3.86 / 3.78
Orbital gap (spin up / spin down) (eV): 4.1 / 6.7
Molecular weight (g/mol): 116.2



No. 4
Molecular formula: C42H50AsF6KN8OSSi
Method: DFT, wB97M-V/def2-TZVPD

The geometry in XYZ format:
```
111
C42H50AsF6KN8OSSi (wB97M-V/def2-TZVPD)
K 1.33281 1.65759 -1.24591
C -0.79298 3.17714 -6.82958
C 0.53970 3.21033 -6.08903
N 0.44611 3.70628 -4.72615
C -0.06848 2.97171 -3.67794
S -0.41150 3.89559 -2.24224
N -0.30808 1.71227 -3.98531
N -0.40774 0.75487 -3.01596
C -1.21143 -0.20383 -3.27649
C -2.13377 -0.20890 -4.45688
C -1.13154 -1.41094 -2.39620
C -1.64051 -2.63147 -2.84471
C -1.48148 -3.76758 -2.06533
C -0.82210 -3.66235 -0.85403
C -0.36939 -2.40595 -0.47504
N -0.51973 -1.30388 -1.20813
H -0.64927 2.88526 -7.87551
H -1.26842 4.16147 -6.81419
H -1.46939 2.46310 -6.35817
H 1.25139 3.84840 -6.61878
H 0.96607 2.21023 -6.05202
H 0.34163 4.69369 -4.59445
H -2.32668 0.81410 -4.76690
H -3.07917 -0.69723 -4.21262
H -1.69474 -0.73630 -5.31215
H -2.13989 -2.69027 -3.80358
H -1.86455 -4.72248 -2.40856
H -0.66233 -4.52038 -0.21163
H 0.15079 -2.28155 0.46989
C -2.44949 1.69801 0.06144
Si -2.95334 1.85366 1.81979
C -1.43316 1.90456 2.92231
N -0.38415 0.96623 2.54641
C -0.71544 -0.44778 2.75631
C 0.35229 -1.17801 3.57055
C 0.66789 -0.35610 4.82133
C 1.25467 1.02329 4.44636
C 0.95451 1.34508 2.97850
C -3.86597 3.47595 2.08081
C -3.35008 4.65966 1.53356
C -3.98885 5.87750 1.73203
C -5.15577 5.93903 2.48560
C -5.68225 4.77805 3.03588
C -5.04147 3.55979 2.83191
C -4.14293 0.46843 2.28881
C -4.36957 0.10529 3.62234
C -5.27784 -0.89069 3.96115
C -5.98546 -1.55165 2.96385
C -5.78175 -1.20658 1.63385
C -4.87336 -0.20533 1.30425
H -2.04968 2.54186 -0.50425
H -2.40009 0.74843 -0.47574
H -1.73961 1.84585 3.99169
H -1.04780 2.91931 2.76579
H -0.89853 -0.94848 1.80188
H -1.64984 -0.52480 3.32234
H 1.26141 -1.34330 2.97652
H -0.02418 -2.16727 3.84190
H 1.34054 -0.89855 5.48986
H -0.27166 -0.22307 5.37156
H 2.34084 1.03620 4.59406
H 0.84539 1.79881 5.09859
H 1.68028 0.83389 2.34440
H 1.09084 2.40647 2.76042
H -2.43135 4.63587 0.95446
H -3.57474 6.77940 1.29471
H -5.65427 6.88955 2.63995
H -6.59375 4.81842 3.62068
H -5.47486 2.65799 3.25629
H -3.82268 0.60723 4.41719
H -5.43071 -1.15243 5.00183
H -6.69285 -2.33098 3.22340
H -6.32935 -1.71711 0.85074
H -4.72489 0.05214 0.25743
N 4.42578 -5.31434 -2.00011
C 4.85465 -6.56496 -1.60305
C 5.31655 -7.67254 -2.30999
C 5.66199 -8.78407 -1.56329
C 5.55079 -8.78783 -0.16171
C 5.09205 -7.67964 0.52668
C 4.74010 -6.54894 -0.21057
N 4.25629 -5.31859 0.22101
C 4.08767 -4.61981 -0.86614
C 3.57578 -3.23661 -0.92140
C 3.47025 -2.48990 0.24253
C 2.94664 -1.20746 0.16312
N 2.56077 -0.64246 -0.97964
C 2.68434 -1.35656 -2.09367
C 3.17541 -2.65162 -2.11680
H 4.40017 -4.95889 -2.93429
H 5.40105 -7.67021 -3.39090
H 6.02627 -9.67157 -2.06844
H 5.83153 -9.68015 0.38646
H 5.00536 -7.67466 1.60733
H 3.78090 -2.91316 1.18883
H 2.85474 -0.59476 1.05048
H 2.35238 -0.88135 -3.01650
H 3.21086 -3.18169 -3.06256
C 1.09288 5.04213 1.63254
O 0.23482 4.05627 1.06033
H 0.69883 6.05413 1.48897
H 2.10059 4.98526 1.22369
H 1.14402 4.84574 2.70324
H 0.29064 4.12640 0.09578
F 2.62688 2.24218 0.59468
As 4.18322 2.72635 -0.08548
F 5.68983 3.18044 -0.76162
F 4.82173 1.20203 0.40407
F 4.59471 3.42931 1.42424
F 3.71032 2.01221 -1.61503
F 3.44688 4.19652 -0.59801
```

Properties
2S+1: 2
DFT total energy (a.u.): -6266.58309
Net charge: -1
HOMO energy (spin up / spin down) (eV): -4.94 / -4.93
ΔE to the lowest compared entry with this formula, charge and spin (kJ/mol): 84.8
⟨S²⟩: 0.753
LUMO energy (spin up / spin down) (eV): 1.79 / 1.79
Orbital gap (spin up / spin down) (eV): 6.7 / 6.7
Molecular weight (g/mol): 971.1